64
Properties=species:S:1:pos:R:3:lowdin_charge:R:1 method="wB97M-V/def2-TZVPD" lumo_energy_ev=0.342 gap_ev=8.373 e_homo_ev=-8.03 smiles="CCOC(=O)C1CCN(c2c(NCc3ccc(C(=O)NC4CCCC4)cc3)c(=O)c2=O)CC1" relative_energy_kcal_mol=15.18
C 3.35874 -1.09560 -0.21180 -0.03
C 1.90515 -0.75209 0.04255 -0.19
H 1.60419 -0.99697 1.06760 0.12
H 1.24273 -1.29300 -0.64166 0.11
O 1.73207 0.65514 -0.16684 0.01
C 0.51726 1.15384 -0.04739 -0.45
O -0.45349 0.50305 0.27071 0.10
C 0.45301 2.65678 -0.30316 -0.19
C -0.89709 2.99658 -0.94485 -0.11
H -1.71235 2.71732 -0.27801 0.12
H -0.94440 4.07255 -1.11418 0.12
C -1.04328 2.22622 -2.26814 -0.12
N 0.25388 2.02443 -2.88451 -0.05
C 0.71970 0.80437 -3.19812 -0.08
C 0.15579 -0.44494 -3.47914 -0.10
N -1.08436 -0.91381 -3.72437 0.08
H -1.85849 -0.28483 -3.55929 0.13
C -1.36775 -2.32653 -3.50289 -0.12
C -1.40113 -2.58936 -2.01734 -0.21
C -2.36363 -1.95939 -1.23520 -0.04
C -2.27686 -1.99030 0.14124 -0.03
C -1.23856 -2.68022 0.75693 -0.14
C -0.33317 -3.39057 -0.01901 -0.01
C -0.40088 -3.32695 -1.40028 -0.03
H 0.34642 -3.82092 -2.00321 0.11
H 0.45016 -3.95257 0.46686 0.13
C -1.04220 -2.58348 2.23858 -0.46
O -0.88484 -3.53463 2.97724 0.07
N -1.03616 -1.29470 2.64363 0.10
H -1.07361 -0.57333 1.93584 0.10
C -0.82188 -0.87647 4.00927 -0.28
C -1.91051 0.11846 4.43690 -0.14
H -2.86059 -0.09440 3.94961 0.11
H -2.05386 0.06644 5.51643 0.12
C -1.32858 1.47578 4.05496 -0.19
H -1.84090 2.30612 4.53879 0.11
H -1.38564 1.61609 2.97359 0.10
C 0.12826 1.34819 4.49473 -0.19
H 0.19792 1.51238 5.57081 0.11
H 0.77944 2.06865 4.00081 0.10
C 0.50724 -0.10053 4.15766 -0.12
H 1.05725 -0.14581 3.21676 0.10
H 1.13774 -0.53898 4.92884 0.11
H -0.83487 -1.79146 4.60629 0.14
H -3.00953 -1.47103 0.74091 0.12
H -3.17076 -1.41618 -1.70914 0.11
H -2.32318 -2.55789 -3.97934 0.13
H -0.57401 -2.90766 -3.97392 0.12
C 1.47557 -1.09023 -3.54451 -0.29
O 1.86732 -2.23415 -3.60371 0.09
C 2.08835 0.28221 -3.35650 -0.29
O 3.19371 0.77505 -3.36709 0.09
C 1.19731 3.09820 -2.66492 -0.12
H 0.71691 4.02599 -2.98958 0.13
C 1.59538 3.18307 -1.18124 -0.10
H 2.49398 2.59411 -1.00615 0.11
H 1.81139 4.22023 -0.92378 0.12
H 2.07797 2.92545 -3.28196 0.12
H -1.69777 2.77761 -2.95529 0.13
H -1.48864 1.25204 -2.06175 0.11
H 0.50940 3.12079 0.68822 0.16
H 4.00097 -0.57212 0.49152 0.08
H 3.63912 -0.81017 -1.22179 0.07
H 3.49865 -2.16586 -0.09719 0.09

65
Properties=species:S:1:pos:R:3:lowdin_charge:R:1 method="wB97M-V/def2-TZVPD" lumo_energy_ev=0.566 gap_ev=8.931 e_homo_ev=-8.36 smiles="COc1cccc(CNC(=O)[C@@H]2CCCN(S(=O)(=O)c3ccc4c(c3)C(C)(C)C(=O)N4C)C2)c1" relative_energy_kcal_mol=0.00
C 0.70978 1.37926 -3.41375 -0.07
H -0.35842 1.60403 -3.41929 0.08
O 1.48915 2.47336 -2.98929 -0.08
C 1.27253 3.01168 -1.76156 -0.27
C 2.16589 4.02205 -1.40192 -0.01
C 2.05437 4.64329 -0.17710 -0.08
C 1.05651 4.26491 0.70213 -0.07
C 0.15907 3.26165 0.35516 -0.22
C 0.26117 2.63312 -0.87945 0.03
H -0.44304 1.86341 -1.15618 0.08
C -0.86920 2.89168 1.39665 -0.12
N -1.96740 2.05682 0.96729 0.09
C -2.28952 0.92543 1.63122 -0.46
O -1.56364 0.45017 2.48368 0.05
C -3.65249 0.33119 1.26933 -0.20
C -3.78372 0.02367 -0.22687 -0.15
N -2.86352 -1.02601 -0.56494 -0.25
S -2.04693 -1.00782 -2.00118 0.69
O -2.01674 0.37110 -2.41450 -0.30
O -2.55429 -1.97673 -2.93118 -0.27
C -0.42002 -1.51407 -1.47395 -0.28
C 0.26228 -2.47811 -2.19060 -0.05
C 1.53247 -2.87976 -1.79856 0.02
C 2.07827 -2.28029 -0.67479 -0.14
C 1.38179 -1.29732 0.04585 -0.09
C 0.12514 -0.90899 -0.34895 0.01
H -0.43754 -0.17039 0.19399 0.11
C 2.22454 -0.85599 1.20563 -0.39
C 2.62639 0.61840 1.10651 0.01
H 3.03899 0.84221 0.12471 0.10
H 1.76102 1.25372 1.26811 0.07
H 3.37899 0.83958 1.85921 0.10
C 1.54688 -1.14433 2.54823 0.01
H 0.64165 -0.54984 2.64754 0.07
H 2.22827 -0.90128 3.35941 0.09
H 1.28181 -2.19745 2.62139 0.10
C 3.47137 -1.72962 1.04209 -0.38
O 4.45247 -1.75317 1.74307 0.11
N 3.29958 -2.51347 -0.07675 -0.01
C 4.28094 -3.45830 -0.53737 -0.01
H 4.61415 -3.20603 -1.54580 0.10
H 3.87239 -4.47072 -0.53439 0.10
H 5.12613 -3.40589 0.14816 0.09
H 2.06760 -3.63454 -2.35190 0.11
H -0.22088 -2.91098 -3.05198 0.12
C -3.13198 -2.28696 0.07571 -0.18
C -3.00996 -2.09705 1.58708 -0.15
C -3.91498 -0.95805 2.05978 -0.14
H -4.96188 -1.24146 1.92912 0.12
H -3.73535 -0.77346 3.11945 0.12
H -3.28017 -3.02168 2.09816 0.12
H -1.97765 -1.85217 1.83535 0.10
H -4.13828 -2.64564 -0.18742 0.13
H -2.40113 -3.00733 -0.29574 0.12
H -4.81983 -0.28167 -0.44150 0.14
H -3.53791 0.87453 -0.86254 0.11
H -4.40446 1.08133 1.54276 0.15
H -2.58399 2.42876 0.26345 0.15
H -0.37679 2.34065 2.20718 0.13
H -1.27456 3.81772 1.82638 0.13
H 0.97131 4.74649 1.66492 0.11
H 2.74701 5.42504 0.09530 0.10
H 2.93546 4.29724 -2.10513 0.12
H 1.04072 1.16221 -4.42815 0.10
H 0.88012 0.50190 -2.78129 0.08

72
Properties=species:S:1:pos:R:3:lowdin_charge:R:1 method="wB97M-V/def2-TZVPD" lumo_energy_ev="-4.396 / -4.394" gap_ev="6.485 / 6.486" charge=+1 e_homo_ev="-10.88 / -10.88" relative_energy_kcal_mol=62.40
Os 0.11673 -0.15097 0.04110 1.40
C 2.16384 -0.47238 -2.71061 -0.01
C 1.40949 -1.18412 -1.62904 -0.33
C 2.05396 -1.65075 -0.48077 -0.05
C 1.35050 -2.35309 0.53522 -0.28
C 2.02204 -2.84501 1.78905 -0.02
C -0.01610 -2.58216 0.37038 -0.05
C -0.71312 -2.11153 -0.77857 -0.33
C -2.19008 -2.33313 -0.92169 0.01
C 0.01482 -1.41303 -1.75736 -0.10
H 2.14274 0.60877 -2.56284 0.09
H 1.72995 -0.68299 -3.68610 0.10
H 3.20528 -0.78891 -2.72715 0.10
H 3.11771 -1.48384 -0.35963 0.13
H 1.88854 -2.13398 2.60578 0.09
H 3.09003 -2.98713 1.64019 0.09
H 1.58783 -3.79400 2.09879 0.10
H -0.54121 -3.10105 1.16358 0.15
H -2.74896 -1.56787 -0.38298 0.08
H -2.47371 -3.30282 -0.51503 0.10
H -2.49396 -2.29882 -1.96542 0.10
H -0.50098 -1.04889 -2.63782 0.16
O -0.03315 1.17009 -1.08362 -0.38
C 5.41947 -0.96774 4.02561 -0.01
O 4.26062 -0.11949 4.07275 -0.08
C 3.59796 0.04484 2.93783 -0.57
O 3.92123 -0.48703 1.88756 0.05
C 2.35452 0.83965 3.11443 -0.28
C 2.14744 1.67591 4.20387 -0.26
As 3.70896 2.88309 4.21500 1.37
C 3.37819 3.90155 5.84505 -0.28
C 2.78853 3.94672 2.75784 -0.20
C 1.99362 3.45793 1.83303 -0.20
As 1.41826 1.54750 1.55123 1.31
C 2.85082 1.44599 0.18996 -0.24
C 1.31020 4.11721 0.68193 -0.53
O 0.46633 3.44840 0.10393 0.01
O 1.67386 5.30867 0.31577 0.00
C 0.95243 5.89015 -0.78661 0.01
C 3.13336 5.40707 2.91046 -0.51
O 2.49218 6.33683 2.50767 0.15
O 4.23975 5.53364 3.64442 -0.12
C 4.66498 6.87729 3.92885 -0.01
C 0.80189 2.21862 4.51019 -0.56
O 0.59173 3.27902 5.05040 0.11
O -0.15712 1.36495 4.14343 -0.07
C -1.50367 1.78418 4.41184 -0.02
H 5.82685 -0.98490 5.02727 0.10
H 6.15564 -0.57352 3.33269 0.10
H 5.14190 -1.97330 3.72491 0.10
H 3.32248 3.19851 6.67154 0.04
H 2.48125 4.50742 5.79736 0.03
H 4.23074 4.55449 5.99900 0.02
H 3.78981 1.81369 0.59064 0.06
H 2.53179 2.07892 -0.63555 0.04
H 2.98094 0.44570 -0.16437 -0.03
H 1.37853 6.87136 -0.94268 0.10
H -0.10083 5.97864 -0.54353 0.11
H 1.06586 5.28559 -1.68061 0.10
H 5.56625 6.79629 4.52233 0.10
H 3.89887 7.40586 4.48705 0.10
H 4.87426 7.41262 3.00902 0.10
H -2.14131 0.98194 4.07039 0.08
H -1.73394 2.70261 3.87874 0.10
H -1.64543 1.94215 5.47613 0.10
Cl -5.19199 1.78883 0.67780 0.63
C -3.80737 0.94869 1.36290 -0.51
C -2.63069 0.84007 0.39494 -0.67
O -2.65555 1.27470 -0.71563 0.08
O -1.61745 0.17466 0.97570 -0.26
H -4.12735 -0.04899 1.65727 0.09
H -3.49837 1.48397 2.25235 0.06